Computed, not measured: a 13-piece molecular cluster, C53H103N7O28 overall in a non-equilibrium geometry, with the ωB97M-V functional and the def2-TZVPD basis.

Structure (ORCA input):
```
! wB97M-V def2-TZVPD RIJCOSX def2/J DEFGRID3
* xyz -3 2
C 3.384 -22.857 27.851
C 3.758 -21.892 26.692
N 3.027 -20.594 26.797
C 3.427 -19.507 27.471
C 2.345 -18.631 27.424
N 1.278 -19.122 26.719
C 1.734 -20.365 26.289
C -0.056 -18.480 26.477
H 3.815 -23.801 27.519
H 2.317 -23.080 27.813
H 3.785 -22.566 28.822
H 3.617 -22.277 25.682
H 4.843 -21.789 26.718
H 4.340 -19.427 28.042
H 2.402 -17.598 27.735
H 1.147 -21.057 25.703
H -0.607 -19.254 25.943
H 0.108 -17.713 25.720
H -0.665 -18.069 27.282
N 1.537 -16.393 23.221
O 2.137 -16.279 24.319
O 1.776 -15.614 22.314
O 0.643 -17.262 23.088
C -5.385 -16.891 23.660
C -4.118 -17.333 23.407
C -3.534 -18.645 23.911
O -2.384 -19.150 23.556
C -4.280 -19.472 24.667
C -5.603 -19.185 24.953
C -6.243 -17.825 24.340
O -7.449 -17.647 24.565
O -6.462 -19.791 25.652
O -3.348 -16.529 22.778
H -5.692 -15.929 23.276
H -3.879 -20.401 25.043
C 3.370 -20.841 20.811
C 2.098 -20.432 21.331
C 1.636 -21.078 22.717
O 0.750 -20.474 23.329
C 2.319 -22.243 23.184
C 3.450 -22.666 22.551
C 4.009 -21.844 21.397
O 5.170 -22.126 20.935
O 3.937 -23.778 22.925
O 1.194 -19.650 20.829
H 3.760 -20.339 19.938
H 1.932 -22.799 24.024
C -2.955 -20.895 27.983
C -3.206 -21.752 29.199
O -3.817 -23.010 28.957
C -3.064 -24.082 28.882
O -1.824 -24.016 28.963
O -3.777 -25.137 28.727
C -3.236 -26.472 28.787
H -3.895 -20.393 27.751
H -2.718 -21.411 27.053
H -2.136 -20.217 28.222
H -3.688 -21.279 30.054
H -2.313 -21.901 29.807
H -4.026 -27.207 28.630
H -2.624 -26.748 29.645
H -2.510 -26.460 27.975
C -3.860 -17.517 28.450
C -3.391 -16.107 27.986
O -2.184 -15.999 27.176
C -1.956 -14.898 26.462
O -2.643 -13.896 26.589
O -0.813 -15.024 25.785
C -0.132 -13.898 25.122
H -2.938 -18.025 28.732
H -4.379 -17.926 27.583
H -4.474 -17.515 29.351
H -3.329 -15.496 28.887
H -4.226 -15.669 27.438
H 0.775 -14.301 24.671
H 0.265 -13.194 25.853
H -0.634 -13.356 24.320
C 2.475 -26.726 26.910
O 1.843 -27.196 28.065
C 1.119 -26.198 28.728
C 0.584 -26.711 30.192
N -0.351 -25.762 30.743
C -0.691 -25.965 32.157
C -1.710 -24.970 32.805
O -1.809 -25.273 34.167
C -2.558 -24.345 34.958
H 2.998 -25.779 27.043
H 1.923 -26.837 25.976
H 3.334 -27.386 26.791
H 0.184 -25.875 28.271
H 1.785 -25.338 28.802
H 1.427 -26.987 30.825
H 0.228 -27.736 30.089
H -1.052 -25.619 30.031
H 0.164 -25.937 32.833
H -1.227 -26.900 32.316
H -2.698 -25.309 32.493
H -1.644 -23.910 32.560
H -3.576 -24.731 34.994
H -2.784 -23.368 34.532
H -2.231 -24.300 35.997
C -1.185 -18.972 36.087
O -0.214 -19.387 35.107
C 0.831 -20.003 35.717
C 1.884 -20.534 34.747
N 1.644 -21.845 34.066
C 0.302 -22.108 33.520
C -0.095 -21.143 32.311
O 0.801 -21.212 31.250
C 0.759 -22.466 30.495
H -2.112 -18.477 35.797
H -0.638 -18.189 36.613
H -1.355 -19.661 36.915
H 0.512 -20.864 36.304
H 1.265 -19.340 36.466
H 2.857 -20.657 35.224
H 2.035 -19.645 34.136
H 2.125 -21.747 33.184
H -0.305 -21.900 34.401
H 0.090 -23.139 33.239
H -0.118 -20.099 32.624
H -1.120 -21.333 31.995
H 0.841 -23.389 31.069
H 1.685 -22.370 29.928
H -0.149 -22.493 29.892
C 8.924 -15.131 28.216
O 7.747 -15.787 27.896
C 6.519 -14.952 27.850
C 5.312 -15.840 27.865
N 5.373 -17.027 26.987
C 5.349 -16.709 25.528
C 4.958 -17.894 24.684
O 6.096 -18.729 24.489
C 5.751 -19.538 23.460
H 9.272 -14.392 27.494
H 9.760 -15.822 28.328
H 8.816 -14.610 29.167
H 6.437 -14.235 27.034
H 6.415 -14.327 28.738
H 4.390 -15.262 27.801
H 5.350 -16.291 28.856
H 6.240 -17.486 27.229
H 6.315 -16.301 25.232
H 4.667 -15.870 25.392
H 4.622 -17.378 23.785
H 4.088 -18.410 25.089
H 5.357 -19.117 22.535
H 5.102 -20.359 23.763
H 6.655 -19.938 23.001
C 6.916 -23.609 29.374
O 7.036 -22.609 30.359
C 7.258 -23.081 31.697
C 6.015 -23.276 32.650
N 6.194 -23.920 33.974
C 5.040 -23.993 34.833
C 5.366 -24.820 36.105
O 5.779 -26.213 35.868
C 5.345 -27.141 36.963
H 5.975 -24.128 29.554
H 7.663 -24.399 29.283
H 6.822 -23.132 28.398
H 7.818 -22.241 32.109
H 7.856 -23.992 31.652
H 5.292 -23.930 32.162
H 5.705 -22.249 32.845
H 6.883 -24.658 33.996
H 4.222 -24.453 34.278
H 4.676 -23.003 35.108
H 4.488 -24.966 36.733
H 6.170 -24.266 36.591
H 4.259 -27.233 37.003
H 5.760 -26.779 37.904
H 5.574 -28.178 36.718
C -0.677 -23.555 25.963
O 0.142 -23.036 27.026
H -1.654 -23.976 26.198
H -0.843 -22.756 25.241
H -0.021 -24.289 25.494
H -0.224 -23.363 27.851
C 3.763 -19.182 31.535
O 4.214 -20.567 31.571
H 3.174 -19.070 30.625
H 3.098 -18.888 32.348
H 4.572 -18.453 31.489
H 4.334 -20.807 30.650
C 7.227 -19.777 28.785
O 6.196 -20.335 29.550
H 7.618 -20.433 28.008
H 7.133 -18.845 28.227
H 8.123 -19.701 29.401
H 6.641 -21.030 30.040
*
```

The calculation puts the gap between HOMO and LUMO at 2.42 eV. Its largest force on an atom is 0.1123 Eh/bohr. The LUMO energy comes out at 3.636 eV. The calculation puts the total energy at -124369.9843 eV.